Computed, not measured: C33H51CsN11O3P as an isolated structure, with wB97M-V/def2-TZVPD.

Calculated values
total energy = -2477.64057 hartree
spin multiplicity = 1
charge = -2

Element x y z (Å)
Cs -1.94355 -0.76336 -0.24946
O 2.58731 0.22689 2.73576
C 2.67895 -0.75683 3.56880
C 3.93102 -1.18545 4.08652
C 4.03780 -2.27170 4.92935
C 2.90859 -3.00051 5.30464
C 1.66871 -2.59403 4.83636
C 1.52805 -1.48879 4.00623
C 0.19979 -1.03963 3.53895
O 0.20580 -0.10729 2.56986
N -0.86341 -1.52681 4.05384
N -2.08830 -1.01718 3.77772
C -2.91405 -1.60152 2.99851
C -2.77578 -2.83506 2.21214
C -2.01417 -3.90349 2.68249
C -1.96277 -5.11695 2.01357
C -2.71416 -5.26753 0.84848
C -3.47152 -4.22653 0.35248
C -3.51471 -2.94423 0.97943
O -4.13815 -1.95557 0.46769
H 1.18482 0.22800 2.57601
H 4.81315 -0.62853 3.78898
H 5.01310 -2.56728 5.30636
H 2.99985 -3.87040 5.94487
H 0.76722 -3.12832 5.11125
H -3.88198 -1.10932 2.92330
H -1.47602 -3.77804 3.61397
H -1.35375 -5.93017 2.39056
H -2.70559 -6.21807 0.32232
H -4.06903 -4.36714 -0.54265
C -6.37496 4.11101 3.00906
N -6.29591 3.22738 1.86045
C -7.20546 2.10467 1.93334
C -5.07295 2.99103 1.20902
N -4.66352 1.91046 0.72081
N -4.32619 4.18036 1.06285
C -3.00558 4.21298 0.59467
N -2.69407 5.47097 0.03588
N -2.24785 3.21725 0.68217
H -7.26664 4.74279 2.94120
H -5.49629 4.74703 3.06504
H -6.43288 3.53911 3.94355
H -8.18712 2.47420 2.23372
H -6.87771 1.34490 2.65405
H -7.29568 1.63964 0.95293
H -5.16533 1.05850 0.94156
H -4.87781 4.98842 0.83369
H -3.04032 6.27359 0.53756
H -1.71609 5.55524 -0.18732
H -1.30900 3.34392 0.31870
N -0.62419 0.15960 -2.34762
P 0.87713 0.21973 -2.39178
N 1.88475 -1.06289 -1.72748
C 1.64279 -1.17950 -0.29048
C 2.78656 -1.94526 0.38706
C 3.37144 -2.96652 -0.60072
C 2.25920 -3.49623 -1.50638
C 1.68182 -2.35665 -2.37045
N 1.66681 1.52467 -1.60019
C 3.08351 1.62230 -1.27367
C 3.28544 2.20598 0.12278
C 2.75574 3.64918 0.15646
C 1.51151 3.79909 -0.74312
C 0.80487 2.45391 -0.88102
N 1.57748 0.29869 -3.97945
C 0.65624 0.12929 -5.09376
C 1.13792 -0.97061 -6.03685
C 2.48612 -0.57287 -6.67089
C 3.21974 0.44907 -5.79028
C 2.98424 0.16195 -4.30962
H 0.69351 -1.70143 -0.10228
H 1.55035 -0.18342 0.14043
H 2.40001 -2.44659 1.27800
H 3.56219 -1.25244 0.71982
H 3.85415 -3.78749 -0.06354
H 4.13244 -2.48505 -1.22200
H 1.47318 -3.92447 -0.87855
H 2.63319 -4.29477 -2.15291
H 0.61355 -2.55075 -2.56581
H 2.18279 -2.34351 -3.34482
H 3.60436 2.28929 -1.98605
H 3.53558 0.63400 -1.35631
H 4.34578 2.18736 0.38544
H 2.77081 1.58894 0.86199
H 3.53735 4.33667 -0.18450
H 2.51076 3.92048 1.18661
H 1.80209 4.13027 -1.74409
H 0.83768 4.55769 -0.32999
H -0.12913 2.53184 -1.44151
H 0.54823 2.09318 0.13098
H 0.54484 1.06085 -5.67670
H -0.31852 -0.09756 -4.65816
H 0.39304 -1.17338 -6.81163
H 1.25535 -1.88599 -5.45052
H 2.32812 -0.14669 -7.66652
H 3.11119 -1.46246 -6.79814
H 2.85731 1.45658 -6.00925
H 4.29263 0.43352 -6.00144
H 3.57436 0.85513 -3.70984
H 3.36778 -0.85131 -4.09249

Atoms 1-3, force components in eV/Å:
Cs 0.48 0.89 0.59
O 0.34 0.27 0.25
C 0.07 -0.31 0.12